Record 1
The following is a DFT calculation (wB97M-V/def2-TZVPD) of 5 unconnected molecules or ions with the total composition C40H42F6INO21S3.

Geometry (Å):
I 3.130 1.317 2.996
S 4.230 -1.530 -2.477
S -1.815 0.823 1.805
S -2.892 1.963 -3.570
F -0.678 3.229 2.031
F 4.029 -2.622 -0.060
F -1.965 2.656 3.640
F 3.256 -3.790 -1.675
F 2.090 -2.139 -0.983
F -0.042 1.748 3.553
O 0.395 -2.199 -8.211
O 1.741 2.717 0.760
O -2.186 6.339 -3.122
O -3.219 0.956 2.046
O -0.243 2.217 -4.784
O 5.046 -0.507 -1.914
O -1.344 -0.418 2.354
O 4.736 -3.321 4.367
O 0.093 -9.589 -0.666
O 5.047 -2.474 -3.188
O 2.185 -1.845 -7.082
O 1.006 -8.843 -2.588
O 4.962 -1.106 4.019
O -0.516 4.857 -2.828
O 1.980 -8.352 -0.632
O -0.035 6.968 -3.394
O 2.824 1.059 -1.394
O 2.984 -2.129 3.651
O -1.483 5.096 8.752
O -2.906 6.787 9.201
O -2.027 6.548 7.137
N 0.922 -2.582 -7.258
C -1.128 5.456 5.164
C -0.997 4.547 7.524
C -1.024 2.207 2.804
C 3.019 -1.548 -4.881
C 0.022 0.774 -0.245
C 1.089 0.295 -4.350
C 0.064 1.359 -3.993
C 1.212 6.345 -3.041
C 0.942 -8.990 -1.238
C 2.905 -7.964 -1.659
C 1.984 -0.032 -3.353
C 3.612 -6.682 -1.295
C 2.103 -1.215 -5.855
C 2.001 -7.852 -2.861
C 0.871 4.885 -3.179
C 2.981 -0.975 -3.635
C -2.208 6.203 8.440
C -0.474 1.264 -2.574
C -4.644 0.583 -0.890
C -2.218 1.421 -0.896
C -3.665 1.750 -0.595
C -1.321 1.027 0.102
C 1.127 -0.277 -5.603
C 2.609 -3.510 3.539
C 2.328 6.809 -3.945
C -0.940 5.760 6.630
C 1.116 0.384 0.737
C 4.294 -2.088 4.012
C 0.414 0.910 -1.561
C 3.587 -4.169 4.479
C -5.456 -1.782 -0.596
C -4.370 -0.727 -0.138
C 3.351 -2.545 -1.183
C -7.143 -0.811 1.110
C -6.430 -2.075 0.576
C -1.027 6.082 -3.115
C -1.787 1.519 -2.222
C 1.853 0.684 -2.006
C 1.852 1.647 1.285
C 1.159 -3.711 3.910
H -1.702 3.787 7.176
H 2.037 6.729 -4.993
H 3.234 6.225 -3.780
H -8.143 -1.045 1.498
H 0.390 0.051 -6.332
H -3.814 2.207 0.385
H 2.898 -5.923 -0.984
H 0.932 -3.231 4.863
H 4.197 -6.302 -2.133
H 2.781 -3.824 2.505
H -6.078 -1.326 -1.382
H -3.513 3.097 -3.176
H 3.830 -5.187 4.184
H -3.944 2.547 -1.297
H 3.629 -8.774 -1.783
H 0.508 -3.251 3.165
H -7.206 -2.763 0.220
H -7.259 -0.008 0.374
H 0.980 4.509 -4.200
H -3.401 -1.186 -0.376
H -1.027 6.366 4.571
H -2.128 5.065 4.972
H 2.515 -8.071 -3.794
H -4.523 0.354 -1.960
H 1.916 -0.190 0.265
H -6.601 -0.389 1.968
H -5.689 0.882 -0.773
H -5.004 -2.700 -0.984
H -0.389 4.732 4.815
H -0.021 4.087 7.669
H 4.283 -6.847 -0.451
H 0.915 -4.771 3.976
H -0.015 6.323 6.784
H 1.511 -6.878 -2.942
H 1.449 4.254 -2.503
H -5.838 -2.489 1.402
H 2.555 7.859 -3.760
H 3.792 -2.273 -5.126
H -4.483 -0.657 0.945
H 3.252 -4.168 5.520
H 0.771 -0.217 1.585
H 1.437 6.604 -2.002

As for the structure (SMILES): CCCCCCc1c(S)c2c(c(CC(=O)I)c1S(=O)(=O)C(F)(F)F)C(=O)c1c(cc(ON=O)cc1S(=O)(=O)C(F)(F)F)C2=O.C[C@@H]1COC(=O)O1.C[C@@H]1COC(=O)O1.C[C@@H]1COC(=O)O1.C[C@@H]1COC(=O)O1. The calculation puts the frontier orbital gap at 7.536 eV. As for the HOMO energy: -0.3502 hartree. The total charge is 0.


Record 2
The following is a DFT calculation (wB97M-V/def2-TZVPD) of a molecular structure, C40H42NOP2Zr.

Geometry (Å):
Zr -1.022 -4.207 1.632
P -1.461 4.304 -1.331
P 0.871 3.519 -3.328
O -1.434 -6.075 2.004
N -1.584 -7.427 2.299
C 4.098 1.213 -2.164
C -2.655 2.649 2.274
C -4.048 8.010 -0.245
C -1.185 1.079 1.152
C 0.234 4.842 -0.988
C 2.075 2.164 -3.089
C -2.573 3.519 1.181
C -3.699 5.956 -1.484
C 1.135 5.807 -4.930
C 3.143 2.234 -2.186
C 3.961 0.101 -3.000
C -0.598 -4.752 -0.494
C -0.681 -2.953 3.705
C -2.418 5.823 -0.905
C 1.904 1.017 -3.891
C 2.981 4.252 -5.176
C -1.937 6.832 -0.058
C -1.631 -9.644 1.518
C -0.767 -4.285 4.110
C 1.744 4.579 -4.600
C 3.069 6.426 -6.255
C 1.432 -2.184 2.434
C -1.959 1.435 2.266
C -1.731 -7.799 3.589
C -1.585 -8.285 1.254
C -1.759 3.184 0.092
C 1.220 -4.704 2.041
C 1.204 -3.391 1.554
C -4.512 7.035 -1.141
C -2.759 7.909 0.286
C 1.220 4.546 -1.879
C 3.651 5.184 -5.980
C 2.852 -0.002 -3.852
C -1.083 1.949 0.067
C -1.771 -9.159 3.880
C 1.610 -5.067 3.464
C 1.799 6.728 -5.743
C 0.436 -5.127 4.469
C -1.718 -10.090 2.841
C 0.629 -2.185 3.763
H 0.389 -1.138 4.029
H 4.715 -0.688 -2.987
H -1.707 -4.650 4.537
H 2.733 -0.875 -4.493
H 1.395 -3.250 0.488
H -1.752 -11.150 3.061
H 1.280 -2.536 4.584
H 1.340 -5.529 1.330
H -1.077 -4.048 -1.198
H 3.246 3.089 -1.518
H 0.443 -4.853 -0.829
H 0.802 -4.859 5.480
H -4.048 5.202 -2.191
H 2.416 -4.415 3.847
H 0.153 6.051 -4.520
H -0.926 6.784 0.346
H -1.840 -7.026 4.346
H -4.692 8.846 0.034
H 2.507 -2.095 2.676
H -5.513 7.116 -1.566
H -1.553 -7.857 0.253
H -0.468 1.690 -0.798
H 3.445 3.285 -4.976
H 1.332 7.688 -5.972
H -1.586 -2.332 3.742
H -0.658 0.124 1.134
H -1.063 -5.727 -0.704
H 1.039 0.951 -4.554
H -2.018 0.764 3.126
H 4.635 4.937 -6.384
H -3.263 2.929 3.136
H 4.954 1.296 -1.492
H -1.850 -9.477 4.912
H -2.386 8.669 0.976
H 3.601 7.158 -6.866
H -1.615 -10.344 0.689
H 2.230 4.967 -1.804
H 1.187 -1.263 1.874
H -3.122 4.461 1.187
H 0.425 5.398 -0.065
H 2.061 -6.076 3.415
H 0.112 -6.178 4.560

The multiplicity is 2. As for the expectation value of S²: 0.753. The calculation puts the frontier orbital gap (alpha / beta) at 2.589 / 2.470 eV. The relative energy (zero: lowest compared OMol25 entry of this formula, charge and spin) comes out at 24.35 kJ/mol. As for the HOMO energy (alpha / beta): -0.3812 / -0.3812 hartree. The total charge is +2.


Record 3
The following is a DFT calculation (wB97M-V/def2-TZVPD) of 2 unconnected molecules or ions with the total composition C40H43F4N3O3.

Geometry (Å):
F 2.596 0.845 1.702
F -2.311 -1.566 2.143
F -2.199 1.069 1.595
F 2.437 -1.776 2.482
O -0.745 6.576 4.812
O 0.379 2.310 1.992
O -0.017 -2.934 2.737
N -2.907 5.391 -1.145
N -2.974 4.805 -2.371
N -2.337 3.614 -2.230
C -4.675 6.284 0.333
C -2.108 4.658 -0.289
C -4.879 5.143 2.588
C -6.217 4.297 0.624
C -3.025 1.554 -3.379
C -2.025 8.751 -2.817
C -1.113 -0.956 2.034
C 0.056 -1.758 2.354
C -1.577 4.257 2.102
C -0.590 5.671 5.928
C -4.050 7.975 -4.110
C -1.783 3.477 -0.939
C -0.756 4.457 -4.497
C -3.829 6.422 -0.796
C 1.404 0.226 1.813
C -3.116 7.691 -2.934
C -2.964 0.727 -4.502
C -5.419 7.395 0.734
C -5.440 1.162 -2.745
C -3.996 1.215 -2.241
C -1.118 4.674 3.334
C -0.689 5.130 -5.865
C -5.408 8.565 -0.024
C -4.916 4.960 1.072
C -1.512 2.301 -5.617
C -1.032 0.363 1.720
C -1.731 5.146 1.019
C 0.634 4.280 -3.896
C -1.055 2.410 -0.438
C -3.603 -0.064 -1.515
C -0.971 6.054 3.578
C 0.222 1.084 1.726
C -3.895 7.552 -1.622
C -4.671 8.633 -1.204
C -2.202 1.089 -5.607
C -1.535 3.139 -4.506
C -1.130 6.975 2.504
C -2.256 2.730 -3.368
C 1.331 -1.070 2.182
C -1.504 6.534 1.261
H -4.325 -0.290 -0.722
H -2.161 0.437 -6.475
H -6.030 7.329 1.637
H 0.575 3.839 -2.894
H -1.691 5.232 -6.295
H -0.967 8.034 2.704
H -4.810 7.188 -4.188
H -4.555 8.940 -3.986
H -0.489 2.659 0.439
H 0.257 4.989 5.766
H 1.242 3.620 -4.528
H -5.997 9.420 0.301
H -4.101 4.277 0.805
H -7.079 4.926 0.884
H 1.139 5.249 -3.821
H -6.337 3.321 1.111
H -1.370 8.537 -1.963
H -0.902 3.934 4.109
H -3.482 7.998 -5.046
H -1.623 7.238 0.436
H -3.925 2.037 -1.519
H -4.688 9.535 -1.821
H -2.646 6.722 -3.133
H -3.545 -0.196 -4.503
H -1.412 8.772 -3.725
H -2.470 9.744 -2.675
H -2.619 0.050 -1.049
H -6.217 4.138 -0.460
H -0.258 6.131 -5.759
H -6.127 0.995 -1.909
H -0.059 4.561 -6.560
H -0.966 1.505 -1.028
H -1.509 5.094 6.103
H -5.572 0.353 -3.474
H -3.565 -0.916 -2.206
H -4.035 5.775 2.889
H -1.329 5.126 -3.840
H -0.390 6.327 6.777
H -4.761 4.171 3.084
H -0.948 2.599 -6.501
H -5.708 2.109 -3.227
H -1.821 3.215 1.937
H -5.811 5.598 2.949

The calculation puts the frontier orbital gap at 3.621 eV. The relative energy (zero: lowest compared OMol25 entry of this formula, charge and spin) comes out at 44.84 kJ/mol. As for the HOMO energy: -0.2239 hartree. The total charge is 0.


Record 4
The following is a DFT calculation (wB97M-V/def2-TZVPD) of a molecular structure, C40H43FFeN10O7S.

Geometry (Å):
Fe 0.736 2.215 -0.805
S 1.520 3.125 1.035
F -2.314 -2.112 3.565
O 1.685 3.670 -2.000
O -1.638 1.391 -4.033
O -0.597 3.685 -0.926
O 4.209 1.420 -4.653
O 0.008 1.586 -2.535
O -0.942 1.134 0.129
O 3.536 1.251 -2.532
N 3.875 3.348 2.710
N 2.753 0.762 0.715
N 1.061 4.753 -2.088
N 3.831 2.139 2.145
N 4.565 -1.181 -2.207
N -3.643 -1.283 -1.715
N -5.141 -6.061 2.834
N 1.772 0.638 -0.226
N -4.025 -3.932 2.350
N -0.088 4.754 -1.522
C 6.892 3.159 4.809
C -2.081 5.938 -0.863
C -2.435 8.227 -1.524
C -1.991 0.470 -1.899
C -2.059 -0.868 1.576
C -2.412 -0.664 0.243
C -3.027 -4.817 2.943
C 1.477 -1.597 0.715
C 4.986 5.009 4.031
C 4.045 -2.559 -2.093
C -0.430 7.079 -2.210
C -2.859 7.087 -0.860
C -5.939 -4.935 3.428
C -1.720 0.413 -0.492
C 0.983 -2.886 0.603
C 4.441 -0.707 -3.585
C -1.219 8.214 -2.197
C 1.338 -0.679 -0.343
C -0.870 5.943 -1.537
C -2.614 -1.911 2.257
C -3.832 -3.439 -2.927
C 0.220 -2.421 -1.613
C -3.503 -2.795 1.646
C -1.164 1.256 -2.913
C -3.333 -1.510 -0.388
C 3.324 -1.581 -4.164
C 4.065 0.771 -3.651
C 6.005 5.381 4.889
C 2.812 1.934 1.306
C 5.879 2.768 3.949
C 6.966 4.460 5.288
C -4.534 -2.172 -2.454
C 3.584 -2.934 -3.506
C 4.916 3.697 3.554
C 0.335 -3.314 -0.552
C -3.874 -2.583 0.335
C -5.092 -3.652 3.302
C -2.948 -0.339 -2.409
C -3.755 -6.098 3.405
C 0.722 -1.134 -1.519
H 4.239 5.730 3.720
H -0.038 -4.329 -0.637
H -5.046 -5.858 1.835
H -3.160 -0.262 -3.469
H 5.357 -0.831 -4.173
H -5.619 -6.951 2.959
H -3.417 -4.004 -2.091
H -3.009 -3.182 -3.594
H -4.543 -3.297 -0.123
H -4.900 -1.610 -3.312
H 4.813 -3.239 -1.719
H 5.504 -1.091 -1.850
H 0.669 -0.461 -2.362
H 3.211 -2.582 -1.390
H -2.281 -5.047 2.184
H -3.805 7.088 -0.333
H -3.046 9.121 -1.520
H -4.529 -4.077 -3.471
H 1.110 -3.571 1.435
H -1.339 -0.200 2.033
H -6.159 -5.204 4.459
H 4.378 -3.460 -4.041
H -6.869 -4.874 2.868
H -4.703 -3.350 4.282
H 2.356 -1.184 -3.853
H -2.514 -4.374 3.799
H 1.971 -1.272 1.619
H 3.353 -1.603 -5.252
H 2.702 -3.574 -3.490
H 3.266 4.078 2.355
H -2.392 5.039 -0.353
H -3.867 -6.152 4.486
H -0.243 -2.736 -2.543
H 3.564 0.539 -1.858
H 7.638 2.433 5.109
H -5.707 -2.839 2.923
H -5.404 -2.397 -1.836
H 6.050 6.402 5.249
H 0.515 7.058 -2.731
H 5.818 1.759 3.568
H -0.880 9.100 -2.720
H -3.267 -7.005 3.056
H 7.764 4.755 5.957

The multiplicity is 5. As for the expectation value of S²: 6.131. The calculation puts the frontier orbital gap (alpha / beta) at 3.356 / 4.184 eV. The relative energy (zero: lowest compared OMol25 entry of this formula, charge and spin) comes out at 130.02 kJ/mol. As for the HOMO energy (alpha / beta): -0.1928 / -0.2232 hartree. The total charge is 0.


Record 5
The following is a DFT calculation (wB97M-V/def2-TZVPD) of a molecular structure, C40H43N2OS2.

Geometry (Å):
S 2.999 0.108 3.199
S 2.900 -2.112 1.045
O -2.456 1.350 -1.472
N -1.333 -1.372 -1.385
N 0.562 -0.226 -1.279
C -5.282 -2.039 -2.803
C -0.257 -2.250 -1.606
C -5.057 -1.504 -1.534
C -0.278 -1.939 4.833
C -0.311 3.392 -0.918
C 1.558 1.137 0.924
C 0.926 -1.564 2.768
C -0.336 3.621 1.989
C 0.876 -1.539 -1.630
C 1.460 0.868 -1.508
C 4.572 -1.464 1.023
C 2.087 -0.909 2.069
C 2.968 2.533 -0.610
C -0.777 -3.147 4.325
C 1.730 1.284 -2.812
C -1.771 -2.706 -4.018
C -6.668 -2.192 -3.373
C -0.164 3.578 3.363
C -3.629 -0.926 0.400
C 4.751 -0.365 3.238
C -0.742 2.255 -0.044
C 1.015 0.677 -3.983
C -1.868 1.715 2.135
C -3.768 -1.381 -1.008
C 4.026 4.242 -2.136
C 2.659 2.318 -2.989
C -2.864 -2.273 -3.087
C 2.048 1.489 -0.402
C -1.071 2.576 1.334
C -0.766 -0.174 -0.959
C -4.175 -2.456 -3.545
C -0.799 2.587 4.122
C 5.076 -1.609 2.465
C 3.203 3.007 -1.902
C 0.541 -1.132 4.040
C -1.697 1.708 3.514
C -1.425 1.132 -0.812
C -0.500 -3.509 2.998
C 0.319 -2.696 2.210
C -2.664 -1.682 -1.818
H 1.932 1.771 1.734
H -6.721 -3.060 -4.044
H 0.135 4.416 1.398
H 1.342 -0.358 -4.173
H 4.955 -0.494 4.312
H -5.898 -1.166 -0.931
H 4.626 4.479 -1.254
H 6.155 -1.761 2.453
H -0.975 -1.960 -4.149
H -4.359 -1.445 1.042
H 4.698 4.092 -2.989
H 4.538 -0.430 0.650
H 4.612 -2.474 2.951
H -0.882 -4.444 2.576
H 3.414 5.129 -2.363
H -0.620 2.518 5.196
H -0.316 3.105 -1.991
H -2.302 1.024 4.115
H -2.222 -2.867 -5.011
H -0.973 4.265 -0.777
H 2.947 2.608 -4.002
H -2.620 1.105 1.637
H 1.896 -1.813 -1.862
H -0.500 -1.635 5.855
H -4.331 -2.901 -4.531
H 3.422 3.012 0.257
H 0.899 -0.173 4.414
H 0.497 -2.957 1.165
H -3.880 0.142 0.459
H -0.385 -3.309 -1.792
H -2.628 -1.109 0.807
H -7.415 -2.320 -2.580
H 5.323 0.499 2.861
H -6.971 -1.315 -3.964
H 1.760 -0.050 1.164
H 5.164 -2.076 0.326
H -0.081 0.686 -3.850
H 1.222 1.264 -4.891
H 0.461 4.322 3.856
H 0.717 3.693 -0.650
H -1.396 -3.797 4.945
H 0.465 1.046 1.006
H -1.323 -3.673 -3.732

The calculation puts the frontier orbital gap at 3.956 eV. The relative energy (zero: lowest compared OMol25 entry of this formula, charge and spin) comes out at 0.00 kJ/mol. As for the HOMO energy: -0.3017 hartree. The total charge is +1.


Copy entry 3 word for word.
The following is a DFT calculation (wB97M-V/def2-TZVPD) of 2 unconnected molecules or ions with the total composition C40H43F4N3O3.

Geometry (Å):
F 2.596 0.845 1.702
F -2.311 -1.566 2.143
F -2.199 1.069 1.595
F 2.437 -1.776 2.482
O -0.745 6.576 4.812
O 0.379 2.310 1.992
O -0.017 -2.934 2.737
N -2.907 5.391 -1.145
N -2.974 4.805 -2.371
N -2.337 3.614 -2.230
C -4.675 6.284 0.333
C -2.108 4.658 -0.289
C -4.879 5.143 2.588
C -6.217 4.297 0.624
C -3.025 1.554 -3.379
C -2.025 8.751 -2.817
C -1.113 -0.956 2.034
C 0.056 -1.758 2.354
C -1.577 4.257 2.102
C -0.590 5.671 5.928
C -4.050 7.975 -4.110
C -1.783 3.477 -0.939
C -0.756 4.457 -4.497
C -3.829 6.422 -0.796
C 1.404 0.226 1.813
C -3.116 7.691 -2.934
C -2.964 0.727 -4.502
C -5.419 7.395 0.734
C -5.440 1.162 -2.745
C -3.996 1.215 -2.241
C -1.118 4.674 3.334
C -0.689 5.130 -5.865
C -5.408 8.565 -0.024
C -4.916 4.960 1.072
C -1.512 2.301 -5.617
C -1.032 0.363 1.720
C -1.731 5.146 1.019
C 0.634 4.280 -3.896
C -1.055 2.410 -0.438
C -3.603 -0.064 -1.515
C -0.971 6.054 3.578
C 0.222 1.084 1.726
C -3.895 7.552 -1.622
C -4.671 8.633 -1.204
C -2.202 1.089 -5.607
C -1.535 3.139 -4.506
C -1.130 6.975 2.504
C -2.256 2.730 -3.368
C 1.331 -1.070 2.182
C -1.504 6.534 1.261
H -4.325 -0.290 -0.722
H -2.161 0.437 -6.475
H -6.030 7.329 1.637
H 0.575 3.839 -2.894
H -1.691 5.232 -6.295
H -0.967 8.034 2.704
H -4.810 7.188 -4.188
H -4.555 8.940 -3.986
H -0.489 2.659 0.439
H 0.257 4.989 5.766
H 1.242 3.620 -4.528
H -5.997 9.420 0.301
H -4.101 4.277 0.805
H -7.079 4.926 0.884
H 1.139 5.249 -3.821
H -6.337 3.321 1.111
H -1.370 8.537 -1.963
H -0.902 3.934 4.109
H -3.482 7.998 -5.046
H -1.623 7.238 0.436
H -3.925 2.037 -1.519
H -4.688 9.535 -1.821
H -2.646 6.722 -3.133
H -3.545 -0.196 -4.503
H -1.412 8.772 -3.725
H -2.470 9.744 -2.675
H -2.619 0.050 -1.049
H -6.217 4.138 -0.460
H -0.258 6.131 -5.759
H -6.127 0.995 -1.909
H -0.059 4.561 -6.560
H -0.966 1.505 -1.028
H -1.509 5.094 6.103
H -5.572 0.353 -3.474
H -3.565 -0.916 -2.206
H -4.035 5.775 2.889
H -1.329 5.126 -3.840
H -0.390 6.327 6.777
H -4.761 4.171 3.084
H -0.948 2.599 -6.501
H -5.708 2.109 -3.227
H -1.821 3.215 1.937
H -5.811 5.598 2.949

The calculation puts the frontier orbital gap at 3.621 eV. The relative energy (zero: lowest compared OMol25 entry of this formula, charge and spin) comes out at 44.84 kJ/mol. As for the HOMO energy: -0.2239 hartree. The total charge is 0.